(1)
C3H3F3O | ωB97M-V/def2-TZVPD

Each line ends with the natural charge from an NBO analysis.
Cartesian coordinates (Å):
1 C 0.284 1.256 -0.955  0.299
2 C 0.838 -0.054 -0.660  0.133
3 C -0.903 -0.769 1.261  0.597
4 O 0.010 2.120 -0.221  -0.516
5 F 0.882 -0.993 -1.675  -0.334
6 F -0.118 -1.734 1.616  -0.308
7 F -2.064 -1.228 0.910  -0.303
8 H 0.295 1.426 -2.071  0.101
9 H 1.603 -0.204 0.125  0.182
10 H -0.826 0.181 1.670  0.148

Kohn-Sham gap (spin up / spin down) in hartree: 0.2824 / 0.3526
Relative energy (zero: lowest compared OMol25 entry of this formula, charge and spin) in eV: 4.294

(2)
C16H28N2O6S | ωB97M-V/def2-TZVPD

Each line ends with the natural charge from an NBO analysis.
Cartesian coordinates (Å):
1 C 2.561 -5.043 -0.024  -0.603
2 C 1.444 -4.624 0.921  -0.425
3 C 1.473 -3.118 1.169  -0.077
4 O 0.493 -2.715 2.127  -0.515
5 C -0.769 -2.610 1.707  0.811
6 O -1.131 -2.868 0.588  -0.616
7 C -1.686 -2.140 2.815  -0.507
8 C -1.128 -0.932 3.572  -0.383
9 C -0.782 0.246 2.660  -0.409
10 C -2.014 0.844 1.983  -0.421
11 C -1.747 2.083 1.127  -0.300
12 S -0.538 3.264 1.873  0.155
13 C 0.444 3.447 0.353  -0.540
14 C -0.504 3.058 -0.776  -0.056
15 N 0.159 2.869 -2.048  -0.629
16 C 1.259 2.099 -2.249  0.898
17 O 2.027 1.704 -1.405  -0.670
18 O 1.413 1.866 -3.569  -0.520
19 C 2.552 1.093 -3.918  -0.254
20 C -1.258 1.792 -0.298  -0.081
21 N -0.436 0.617 -0.409  -0.656
22 C -0.688 -0.287 -1.393  0.902
23 O -1.682 -0.298 -2.075  -0.657
24 O 0.328 -1.164 -1.498  -0.527
25 C 0.093 -2.268 -2.365  -0.267
26 H 2.461 -4.536 -0.981  0.201
27 H 2.525 -6.115 -0.198  0.215
28 H 3.533 -4.795 0.396  0.202
29 H 1.549 -5.142 1.877  0.201
30 H 0.477 -4.891 0.494  0.217
31 H 2.429 -2.814 1.601  0.188
32 H 1.300 -2.576 0.234  0.205
33 H -2.658 -1.920 2.373  0.227
34 H -1.811 -2.973 3.511  0.235
35 H -1.861 -0.616 4.317  0.203
36 H -0.222 -1.238 4.097  0.217
37 H -0.305 1.022 3.261  0.224
38 H -0.067 -0.088 1.911  0.201
39 H -2.478 0.103 1.329  0.219
40 H -2.733 1.114 2.760  0.207
41 H -2.677 2.654 1.046  0.221
42 H 0.774 4.481 0.279  0.234
43 H 1.311 2.791 0.397  0.244
44 H -1.237 3.860 -0.914  0.218
45 H -0.411 3.001 -2.871  0.412
46 H 2.538 0.139 -3.387  0.195
47 H 2.489 0.936 -4.991  0.195
48 H 3.469 1.627 -3.661  0.190
49 H -2.123 1.595 -0.944  0.253
50 H 0.512 0.656 -0.062  0.426
51 H 1.069 -2.686 -2.601  0.185
52 H -0.529 -3.003 -1.850  0.209
53 H -0.415 -1.934 -3.271  0.205

Kohn-Sham gap in hartree: 0.3380
Relative energy (zero: lowest compared OMol25 entry of this formula, charge and spin) in eV: 0.322

(3)
C22H26ClN5O6S2 | ωB97M-V/def2-TZVPD

Each line ends with the natural charge from an NBO analysis.
Cartesian coordinates (Å):
1 N 3.245 6.495 -1.982  -1.054
2 S 4.268 5.197 -1.872  2.240
3 O 4.807 5.054 -3.224  -0.938
4 O 5.267 5.569 -0.871  -0.917
5 C 3.210 3.810 -1.379  -0.297
6 C 2.135 3.992 -0.494  -0.181
7 C 1.342 2.904 -0.119  -0.168
8 C 1.619 1.628 -0.627  -0.300
9 S 0.566 0.213 -0.194  2.244
10 O -0.829 0.534 -0.519  -0.922
11 O 1.035 -1.030 -0.823  -0.924
12 N 0.635 0.052 1.501  -0.860
13 C 1.798 -0.101 2.260  0.108
14 C 3.104 -0.168 1.738  -0.250
15 C 4.212 -0.339 2.586  -0.213
16 C 4.031 -0.452 3.971  -0.205
17 C 2.738 -0.386 4.491  -0.117
18 C 2.225 -0.468 5.849  -0.100
19 Cl 3.166 -0.702 7.301  0.005
20 C 0.861 -0.334 5.785  -0.044
21 N 0.512 -0.181 4.446  -0.542
22 C 1.647 -0.212 3.646  0.170
23 C 2.686 1.448 -1.517  -0.124
24 C 3.480 2.532 -1.887  -0.199
25 H 3.853 7.301 -1.926  0.410
26 H 2.829 6.426 -2.900  0.396
27 H 1.917 4.979 -0.094  0.250
28 H 0.507 3.047 0.565  0.246
29 H -0.112 -0.605 1.732  0.458
30 H 3.282 -0.113 0.672  0.217
31 H 5.212 -0.388 2.167  0.218
32 H 4.878 -0.591 4.635  0.223
33 H 0.186 -0.350 6.635  0.230
34 H -0.436 -0.068 4.089  0.423
35 H 2.896 0.464 -1.933  0.248
36 H 4.305 2.381 -2.580  0.252
37 C -3.179 -3.685 -4.765  -0.414
38 N -3.631 -3.447 -3.394  -0.611
39 C -3.321 -2.356 -2.680  0.664
40 O -2.640 -1.455 -3.149  -0.619
41 C -3.943 -2.273 -1.272  -0.116
42 C -5.142 -1.309 -1.271  -0.398
43 C -4.635 -0.075 -0.527  -0.407
44 C -3.706 -0.694 0.506  -0.211
45 N -3.074 -1.813 -0.175  -0.417
46 C -1.916 -2.345 0.265  0.731
47 C -1.278 -3.482 -0.512  -0.713
48 O -1.363 -1.958 1.298  -0.700
49 H -3.711 -4.533 -5.198  0.206
50 H -3.364 -2.797 -5.374  0.218
51 H -2.106 -3.888 -4.769  0.207
52 H -4.219 -4.143 -2.964  0.392
53 H -4.312 -3.265 -1.012  0.188
54 H -5.963 -1.754 -0.708  0.207
55 H -5.474 -1.055 -2.279  0.228
56 H -4.061 0.559 -1.206  0.228
57 H -5.446 0.486 -0.061  0.216
58 H -4.283 -1.062 1.355  0.181
59 H -2.975 0.041 0.844  0.239
60 H -1.983 -4.300 -0.627  0.212
61 H -0.957 -3.107 -1.484  0.253
62 H -0.398 -3.828 0.030  0.250

Kohn-Sham gap in hartree: 0.2701

(4)
C16H15AsF6IN5Os | ωB97M-V/def2-TZVPD

Each line ends with the Löwdin spin population.
Cartesian coordinates (Å):
1 Os -0.578 0.422 0.030  2.313
2 C -1.473 -2.236 -1.272  0.006
3 N -1.754 -1.503 -0.011  0.099
4 C -1.458 -2.248 1.239  0.004
5 C -1.073 -1.214 2.271  -0.003
6 N -0.454 -0.027 1.908  0.117
7 C -0.127 0.696 3.101  0.080
8 C 0.691 1.821 3.363  0.310
9 C 0.753 2.264 4.698  0.076
10 C 0.245 1.490 5.741  0.074
11 C -0.401 0.280 5.499  0.270
12 C -0.571 -0.093 4.168  0.033
13 N -1.126 -1.279 3.622  0.066
14 C -1.008 -1.224 -2.287  0.001
15 N -0.411 -0.044 -1.932  0.115
16 C 0.101 0.628 -3.079  0.089
17 C 0.634 1.892 -3.340  0.310
18 C 0.595 2.385 -4.672  0.046
19 C 0.104 1.603 -5.694  0.103
20 C -0.273 0.268 -5.483  0.276
21 C -0.250 -0.207 -4.168  0.023
22 N -0.846 -1.377 -3.620  0.069
23 H -2.360 -2.804 -1.651  0.002
24 H -0.641 -2.905 -1.032  -0.001
25 H -2.714 -1.182 -0.015  0.004
26 H -0.573 -2.902 1.023  -0.001
27 H -2.251 -2.967 1.544  0.001
28 H 1.242 2.273 2.557  0.012
29 H 1.205 3.217 4.890  0.002
30 H 0.301 1.863 6.770  0.000
31 H -0.869 -0.283 6.290  0.009
32 H -1.431 -2.067 4.177  0.001
33 H 1.082 2.511 -2.579  0.012
34 H 0.934 3.379 -4.906  -0.001
35 H 0.007 2.009 -6.681  0.002
36 H -0.654 -0.355 -6.321  0.008
37 H -1.204 -2.168 -4.141  0.001
38 I -2.185 2.466 -0.102  0.366
39 F 1.035 -1.188 0.089  0.048
40 As 2.710 -0.319 0.013  0.003
41 F 2.593 0.160 1.744  0.004
42 F 3.333 -1.880 0.451  0.002
43 F 2.715 -0.760 -1.729  0.001
44 F 4.325 0.262 -0.052  0.001
45 F 2.081 1.342 -0.420  0.051

Multiplicity: 6
Net charge: +3
Expectation value of S²: 8.812
Kohn-Sham gap (spin up / spin down) in hartree: 0.2809 / 0.1853

(5)
C22H54N3O4P2Si2 | ωB97M-V/def2-TZVPD

Each line ends with the Löwdin charge.
Cartesian coordinates (Å):
1 C 2.557 -5.061 -1.698  -0.091
2 C 1.194 -5.079 -2.515  -0.390
3 N 1.074 -6.077 -3.385  0.065
4 C 0.009 -3.981 -2.345  -0.253
5 P 0.515 -2.232 -3.010  0.408
6 C 0.619 -1.458 -1.256  -0.306
7 C 1.527 -2.237 -0.216  -0.263
8 O 1.012 -2.795 0.804  -0.076
9 C 0.559 -2.921 -4.819  -0.378
10 C 2.017 -3.364 -5.330  -0.256
11 C 2.822 -2.250 -6.164  -0.204
12 C 4.327 -2.067 -5.574  -0.221
13 C 5.474 -2.512 -6.596  -0.300
14 N 5.752 -4.003 -6.563  -0.052
15 C -1.288 -1.677 -3.311  -0.352
16 C -2.410 -2.256 -2.335  -0.244
17 C -3.615 -1.170 -2.208  -0.158
18 C -4.223 -1.141 -0.715  -0.165
19 O -4.119 0.201 -0.102  -0.097
20 C -3.697 0.083 1.256  -0.411
21 C -2.188 0.238 1.743  0.005
22 O -4.566 -0.119 2.148  0.037
23 P 1.153 -0.237 -3.833  0.592
24 N 2.743 -0.126 -3.530  -0.371
25 H 3.236 -5.914 -2.063  0.074
26 H 2.434 -5.130 -0.567  0.074
27 H 3.142 -4.092 -1.927  0.059
28 H 0.167 -6.015 -3.871  0.021
29 H -0.387 -3.952 -1.264  0.081
30 H -0.854 -4.448 -2.958  0.072
31 H 1.888 -2.646 -2.856  -0.006
32 H 1.123 -0.424 -1.388  0.051
33 H -0.374 -1.246 -0.742  0.070
34 H 2.658 -2.286 -0.418  0.121
35 H 0.162 -2.165 -5.600  0.057
36 H -0.121 -3.848 -4.947  0.070
37 H 1.845 -4.245 -6.059  0.102
38 H 2.695 -3.791 -4.509  0.076
39 H 2.284 -1.256 -6.287  0.066
40 H 2.981 -2.656 -7.235  0.101
41 H 4.498 -2.631 -4.599  0.096
42 H 4.481 -0.951 -5.327  0.083
43 H 5.328 -2.130 -7.660  0.099
44 H 6.452 -2.022 -6.216  0.098
45 H 6.777 -4.115 -6.506  0.046
46 H 5.404 -4.371 -5.665  0.050
47 H -1.306 -0.525 -3.191  0.045
48 H -1.658 -1.857 -4.389  0.093
49 H -2.078 -2.502 -1.277  0.081
50 H -2.909 -3.196 -2.783  0.112
51 H -3.282 -0.105 -2.444  0.107
52 H -4.456 -1.420 -2.949  0.109
53 H -3.684 -1.861 -0.002  0.126
54 H -5.330 -1.443 -0.687  0.128
55 H -1.469 0.473 0.887  0.080
56 H -2.076 1.080 2.521  0.072
57 H -1.794 -0.708 2.257  0.103
58 H 0.797 -0.066 -5.212  -0.045
59 H 0.484 0.823 -3.106  -0.028
60 H 2.833 0.695 -2.900  -0.067
61 O -0.779 5.283 5.955  -0.284
62 Si -2.006 4.860 4.906  0.371
63 C -3.605 5.721 5.385  -0.166
64 C -2.293 3.004 4.950  -0.164
65 C -1.585 5.345 3.145  -0.166
66 Si -0.419 5.198 7.580  0.367
67 C 1.265 5.943 7.936  -0.169
68 C -0.401 3.410 8.156  -0.165
69 C -1.699 6.136 8.584  -0.167
70 H -3.954 5.380 6.363  0.021
71 H -4.388 5.512 4.652  0.034
72 H -3.458 6.804 5.431  0.033
73 H -1.365 2.468 4.740  0.035
74 H -3.036 2.714 4.202  0.030
75 H -2.657 2.691 5.932  0.024
76 H -0.674 4.844 2.810  0.033
77 H -1.436 6.424 3.064  0.029
78 H -2.398 5.061 2.471  0.035
79 H 2.049 5.408 7.393  0.032
80 H 1.487 5.883 9.004  0.031
81 H 1.295 6.994 7.639  0.030
82 H -1.397 2.967 8.074  0.023
83 H -0.083 3.345 9.199  0.031
84 H 0.288 2.818 7.548  0.036
85 H -2.681 5.662 8.500  0.022
86 H -1.784 7.167 8.233  0.033
87 H -1.422 6.151 9.641  0.031

Net charge: -1
Kohn-Sham gap in hartree: 0.2241

(6)
C17H31F5P2Pt | ωB97M-V/def2-TZVPD

Each line ends with the Löwdin spin population.
Cartesian coordinates (Å):
1 P -0.472 -1.312 -1.993  0.307
2 P 0.671 1.836 -0.470  0.007
3 C 0.166 0.187 -2.849  0.061
4 C 1.237 0.971 -2.062  0.007
5 H -0.700 0.826 -3.095  0.004
6 H 0.570 -0.148 -3.821  0.000
7 H 2.134 0.360 -1.891  0.001
8 H 1.570 1.812 -2.692  0.003
9 C -0.217 3.234 -1.233  0.000
10 H -0.326 4.021 -0.475  0.000
11 H -1.204 2.885 -1.570  0.000
12 H 0.376 3.606 -2.082  0.000
13 C 2.147 2.554 0.282  0.095
14 H 2.299 3.526 -0.198  0.005
15 H 3.032 1.918 0.190  0.014
16 H 1.997 3.028 1.351  0.052
17 C -2.001 -2.216 -2.739  0.215
18 H -1.919 -3.298 -2.556  0.008
19 H -2.098 -2.060 -3.815  0.009
20 H -2.957 -1.906 -2.299  0.013
21 C 0.264 -2.501 -3.442  0.364
22 H 1.344 -2.391 -3.558  0.020
23 H -0.221 -2.256 -4.401  0.010
24 H 0.057 -3.555 -3.197  0.010
25 Pt 1.524 1.996 2.636  0.861
26 C -0.791 0.391 -0.078  0.018
27 C -1.646 -0.577 -0.811  0.107
28 C -2.215 -1.607 0.182  0.032
29 C -1.229 -2.792 0.408  0.070
30 C -0.309 -2.977 -0.729  0.491
31 C 0.854 -2.094 -0.998  0.156
32 C 1.295 -1.142 0.147  0.036
33 C 0.199 -0.292 0.855  0.057
34 C 1.875 0.260 3.566  0.349
35 H -1.444 1.096 0.470  0.008
36 H -2.442 -0.098 -1.405  -0.001
37 H -3.154 -2.059 -0.150  0.000
38 H -2.444 -1.181 1.168  0.004
39 H -0.669 -2.604 1.325  0.021
40 H -1.834 -3.701 0.555  0.001
41 H -0.292 -3.952 -1.180  0.016
42 H 1.751 -2.433 -1.539  0.008
43 H 2.088 -0.440 -0.186  0.001
44 H 1.726 -1.768 0.941  0.007
45 H -0.304 -0.883 1.614  0.001
46 H 0.743 0.510 1.487  0.035
47 H 2.670 0.613 4.307  0.034
48 H 2.331 -0.508 2.914  0.041
49 H 0.944 -0.101 4.026  0.031
50 F -0.428 4.006 3.223  0.067
51 C 0.128 2.911 3.841  0.228
52 F 0.732 3.356 4.986  0.065
53 C -1.068 1.938 4.166  0.033
54 F -2.064 2.731 4.591  0.013
55 F -1.560 1.189 3.124  0.005
56 F -0.716 1.088 5.161  0.001

Multiplicity: 5
Net charge: +2
Expectation value of S²: 6.014
Kohn-Sham gap (spin up / spin down) in hartree: 0.2083 / 0.2443
Relative energy (zero: lowest compared OMol25 entry of this formula, charge and spin) in eV: 4.540

| no. | E_tot (eV) |
| --- | --- |
| 1 | -13355.155 |
| 2 | -43148.990 |
| 3 | -77164.337 |
| 4 | -111969.343 |
| 5 | -70681.295 |
| 6 | -53516.431 |